{"formula": "C30H40O34S", "method": "ωB97M-V with the def2-TZVPD basis set", "orbital_gap_ev": 8.826, "total_charge": -2, "energy_ev": -112215.91424, "species": ["S", "O", "O", "O", "O", "C", "C", "O", "C", "O", "O", "H", "H", "H", "H", "C", "C", "O", "C", "O", "O", "H", "H", "H", "H", "C", "C", "O", "C", "O", "O", "H", "H", "H", "H", "C", "C", "O", "C", "O", "O", "H", "H", "H", "H", "C", "C", "O", "C", "O", "O", "H", "H", "H", "H", "C", "C", "O", "C", "O", "O", "H", "H", "H", "H", "C", "C", "O", "C", "O", "O", "H", "H", "H", "H", "C", "C", "O", "C", "O", "O", "H", "H", "H", "H", "C", "C", "O", "C", "O", "O", "H", "H", "H", "H", "C", "C", "O", "C", "O", "O", "H", "H", "H", "H"], "positions_angstrom": [[0.178890, 0.064547, -0.425859], [-0.454650, -1.031855, 0.358376], [0.321396, 1.196352, 0.525481], [1.518780, -0.374278, -0.908572], [-0.675029, 0.469764, -1.568583], [-3.601740, -1.467388, 0.363319], [-3.760728, -2.466320, 1.486713], [-5.184112, -2.712821, 1.457660], [-5.785094, -1.608780, 0.947023], [-6.958552, -1.421037, 0.953520], [-4.860899, -0.774436, 0.428067], [-3.520798, -1.901112, -0.637709], [-2.763485, -0.784715, 0.481160], [-3.532410, -2.023136, 2.456093], [-3.263886, -3.418684, 1.339042], [1.687081, 2.992152, -1.657113], [0.750541, 2.977718, -2.873227], [1.116525, 4.168491, -3.591540], [2.091886, 4.830275, -2.946594], [2.556598, 5.872418, -3.291163], [2.498404, 4.151489, -1.856135], [2.280440, 2.096271, -1.497774], [1.067627, 3.104949, -0.768319], [-0.285035, 3.091513, -2.557399], [0.797497, 2.105295, -3.514262], [1.589676, -1.887213, -3.872088], [2.241339, -0.516825, -3.966079], [2.709585, -0.539136, -5.316921], [1.857434, -1.315698, -6.034605], [1.771401, -1.329169, -7.220817], [1.114414, -2.084934, -5.204476], [0.825660, -1.947588, -3.114122], [2.375473, -2.609839, -3.629130], [3.074451, -0.511757, -3.272304], [1.533371, 0.284230, -3.779032], [-1.490832, 0.168901, 3.099340], [-0.969684, -0.172596, 4.488120], [-1.939818, 0.448384, 5.343865], [-3.092460, 0.589875, 4.653963], [-4.136928, 0.892736, 5.135620], [-2.893382, 0.325375, 3.340718], [-1.259385, -0.619361, 2.385201], [-1.050612, 1.069125, 2.667113], [0.015719, 0.231857, 4.696684], [-0.966251, -1.248294, 4.675586], [1.690064, 2.109436, 3.184810], [2.998095, 1.659992, 3.869282], [2.712753, 1.797874, 5.248621], [1.586459, 2.519130, 5.420223], [1.184470, 2.920390, 6.464461], [0.960864, 2.734364, 4.239868], [1.164770, 1.209829, 2.867046], [1.785038, 2.720154, 2.291599], [3.914085, 2.178114, 3.584513], [3.152311, 0.629195, 3.559705], [-0.911944, -3.929253, -0.172057], [0.067555, -3.528066, -1.295292], [0.506132, -4.783473, -1.813346], [-0.181039, -5.800084, -1.247303], [-0.072843, -6.940777, -1.562531], [-1.000482, -5.346301, -0.275246], [-1.894984, -3.487249, -0.276448], [-0.475728, -3.577177, 0.760967], [0.858592, -2.945421, -0.835514], [-0.447553, -2.949543, -2.056092], [-2.071232, 3.366517, 0.803685], [-2.821402, 2.158427, 0.213010], [-4.082918, 2.695590, -0.169076], [-4.129637, 4.020720, 0.068485], [-5.061947, 4.714335, -0.196218], [-2.991253, 4.453215, 0.649438], [-1.089841, 3.513988, 0.360652], [-1.930685, 3.253497, 1.882335], [-2.939351, 1.391304, 0.974791], [-2.233048, 1.757342, -0.612195], [-2.956307, 0.751748, -3.337538], [-2.560487, -0.676034, -3.769364], [-3.209622, -0.832497, -5.027268], [-3.927716, 0.262923, -5.337980], [-4.545593, 0.402132, -6.345692], [-3.871492, 1.184501, -4.349161], [-2.083503, 1.396420, -3.276808], [-3.486724, 0.784202, -2.388830], [-2.977728, -1.380490, -3.052076], [-1.482975, -0.769380, -3.839518], [2.246873, -2.602456, 1.605212], [1.260470, -1.911314, 2.551367], [1.938470, -1.916560, 3.802432], [3.277881, -2.073217, 3.567260], [4.110370, -1.865691, 4.387250], [3.488212, -2.495826, 2.314235], [2.338322, -2.022253, 0.686371], [1.984056, -3.637462, 1.388326], [0.312250, -2.445246, 2.541811], [1.061918, -0.888565, 2.233631], [3.960814, 1.187879, 0.466601], [4.666162, 0.675224, -0.805798], [5.829952, 0.001353, -0.285654], [5.666651, -0.239818, 1.035389], [6.454304, -0.799013, 1.723998], [4.519964, 0.326248, 1.464987], [2.897615, 1.042947, 0.275438], [4.220450, 2.200110, 0.776451], [5.067494, 1.494025, -1.396507], [4.026198, -0.034703, -1.319582]], "forces_ev_per_a": [[-0.2, 0.1, 0.8], [-0.2, -0.7, -0.6], [0.3, 0.4, -0.2], [0.0, 0.0, -0.2], [0.2, -0.3, -0.1], [0.1, 0.3, -0.1], [-0.5, -0.1, -0.1], [0.1, 0.1, 0.0], [0.1, -0.1, 0.0], [-0.1, 0.0, 0.0], [0.0, 0.1, -0.1], [0.0, -0.3, 0.1], [-0.1, 0.0, 0.1], [0.2, 0.0, 0.0], [0.1, 0.0, 0.1], [-0.9, -0.1, 0.2], [-0.3, 0.2, 0.3], [0.1, 0.0, -0.1], [0.1, -0.2, 0.0], [0.0, 0.0, -0.1], [0.1, 0.0, 0.0], [0.2, 0.0, -0.4], [0.3, 0.1, 0.2], [0.0, -0.1, 0.0], [0.3, 0.1, -0.1], [0.7, 0.4, 0.3], [0.0, -1.1, 0.6], [-0.2, 0.3, -0.3], [0.0, -0.1, 0.1], [0.2, 0.0, 0.0], [-0.1, -0.1, 0.0], [-0.4, 0.1, -0.3], [-0.2, -0.3, -0.2], [0.1, 0.5, -0.1], [0.1, 0.2, -0.1], [0.8, -0.3, 0.1], [0.0, 0.3, -0.1], [0.0, -0.1, 0.0], [0.1, 0.0, 0.1], [0.0, 0.0, -0.1], [-0.1, 0.0, -0.2], [-0.5, 0.0, -0.1], [-0.2, 0.2, 0.2], [0.0, 0.0, 0.1], [0.0, 0.0, 0.1], [0.4, -0.8, 0.1], [-0.3, -0.3, -1.3], [0.1, 0.0, 0.2], [-0.1, 0.1, -0.2], [0.0, -0.1, 0.1], [0.1, 0.3, -0.1], [-0.3, 0.2, -0.1], [0.0, 0.4, 0.3], [-0.2, 0.4, 0.2], [0.2, -0.2, 0.7], [0.5, 0.7, -0.3], [-0.9, 0.1, 0.8], [0.1, -0.1, -0.1], [0.1, 0.3, 0.0], [0.0, -0.2, 0.0], [0.0, -0.2, 0.1], [0.0, -0.1, -0.1], [-0.3, -0.5, 0.3], [0.3, 0.0, -0.5], [0.1, -0.1, -0.2], [-0.4, -0.6, 1.0], [1.1, 0.3, 0.4], [0.0, 0.0, -0.2], [0.0, -0.2, 0.0], [0.1, 0.1, 0.1], [0.2, 0.2, -0.5], [-0.2, 0.4, -0.3], [0.1, -0.1, -0.1], [-0.3, 0.0, -0.1], [-0.5, -0.1, -0.2], [0.1, -0.2, 0.3], [-0.5, 0.8, 0.8], [0.2, -0.2, -0.2], [-0.1, 0.4, 0.3], [-0.1, -0.1, -0.1], [0.3, -0.3, -0.4], [-0.1, 0.2, -0.1], [0.1, -0.1, 0.0], [0.2, -0.3, -0.2], [0.0, -0.2, -0.2], [-0.1, 0.9, -0.1], [0.0, -0.1, -0.8], [0.1, -0.1, 0.1], [-0.5, -0.1, 0.3], [0.2, -0.1, 0.0], [0.1, -0.3, -0.1], [-0.1, -0.2, -0.1], [0.3, -0.1, 0.2], [0.0, 0.0, 0.6], [0.1, 0.0, 0.0], [0.5, -0.4, -0.9], [0.7, 0.6, 0.9], [-0.1, -0.3, 0.0], [0.0, 0.6, -0.3], [0.0, -0.2, 0.1], [-0.6, -0.3, 0.5], [-0.2, -0.1, 0.8], [-0.1, 0.2, -0.4], [-0.4, -0.1, -0.5], [0.0, 0.1, -0.2]]}

=====

{"formula": "C30H41BrCaN10O2S", "method": "ωB97M-V with the def2-TZVPD basis set", "orbital_gap_ev": 8.400, "total_charge": 2, "energy_ev": -150079.84423, "species": ["Ca", "C", "O", "C", "C", "C", "Br", "C", "C", "C", "O", "C", "N", "C", "C", "C", "C", "C", "C", "N", "H", "H", "H", "H", "H", "H", "H", "H", "H", "H", "H", "C", "N", "C", "C", "N", "C", "C", "N", "C", "C", "N", "C", "N", "C", "C", "C", "N", "C", "H", "H", "H", "H", "H", "H", "H", "H", "H", "H", "H", "H", "H", "H", "H", "H", "H", "H", "H", "H", "H", "H", "H", "H", "C", "N", "C", "C", "N", "C", "S", "H", "H", "H", "H", "H", "H"], "positions_angstrom": [[0.574949, -0.999687, -0.052755], [3.855351, -1.712178, -1.246322], [2.837942, -0.714643, -1.036844], [3.260681, 0.603979, -1.047078], [4.593060, 0.982207, -1.049441], [4.928914, 2.330885, -1.080908], [6.746577, 2.818709, -1.088782], [3.951359, 3.305379, -1.112780], [2.611546, 2.931044, -1.083301], [2.270700, 1.583908, -1.041801], [0.957616, 1.159573, -0.999584], [1.562091, 3.950651, -1.206861], [1.617555, 4.951195, -2.016038], [0.411400, 5.631578, -1.851730], [-0.032778, 6.798181, -2.464983], [-1.278723, 7.269935, -2.099825], [-2.066991, 6.602216, -1.153317], [-1.642508, 5.432315, -0.549048], [-0.392791, 4.965591, -0.923741], [0.330989, 3.823473, -0.545139], [4.551644, -1.724883, -0.407873], [4.382059, -1.512776, -2.178668], [3.325952, -2.658697, -1.296322], [5.383718, 0.248053, -1.040159], [4.206537, 4.353631, -1.170965], [0.362054, 1.927513, -1.102133], [0.581933, 7.310511, -3.191036], [-1.658160, 8.178056, -2.547389], [-3.031461, 7.015082, -0.890880], [-2.256547, 4.922328, 0.181607], [0.301116, 3.484967, 0.406957], [-1.165373, -1.029271, -2.761639], [-2.447023, -0.662967, -2.233626], [-3.492461, -0.043019, -3.029515], [-4.660476, -0.083681, -2.054712], [-3.985327, -0.094050, -0.759416], [-4.793960, 0.003585, 0.440714], [-2.711730, -0.556513, -0.895321], [-1.801481, -0.867368, -0.016522], [-2.137207, -1.084659, 1.388655], [-1.003658, -1.802681, 2.113994], [0.197159, -0.985054, 2.273729], [0.535304, -0.417104, 3.395076], [1.782959, 0.132920, 3.522205], [2.646906, 0.346467, 2.396376], [1.854347, 0.973906, 4.705423], [0.759499, 0.359269, 5.562469], [-0.144618, -0.193615, 4.553812], [-1.394432, -0.777871, 4.998638], [-1.274125, -1.263801, -3.819558], [-0.801878, -1.930331, -2.255302], [-0.421501, -0.223442, -2.689374], [-3.683307, -0.612201, -3.937562], [-3.232055, 0.985344, -3.304134], [-5.265540, -0.986872, -2.185525], [-5.307448, 0.787749, -2.136150], [-5.610741, 0.693545, 0.235625], [-4.219930, 0.416176, 1.263182], [-5.228242, -0.954986, 0.735293], [-3.038132, -1.697296, 1.488206], [-2.317757, -0.142757, 1.920208], [-0.731202, -2.710181, 1.556514], [-1.379297, -2.185978, 3.061309], [2.774177, -0.585155, 1.840204], [3.629124, 0.649351, 2.754764], [2.278453, 1.132446, 1.719993], [1.631502, 2.020541, 4.463691], [2.838449, 0.920294, 5.166267], [0.238555, 1.094158, 6.173031], [1.149006, -0.431025, 6.211937], [-1.699522, -0.255038, 5.902892], [-1.304765, -1.839849, 5.241724], [-2.178792, -0.634837, 4.258510], [0.061692, -6.740497, 0.143372], [0.233818, -6.233898, -1.210348], [0.068485, -6.965566, -2.373944], [0.315702, -6.141733, -3.409785], [0.630316, -4.912406, -2.862757], [0.580709, -4.974453, -1.516607], [0.924205, -3.746279, -0.393932], [-0.093351, -7.813458, 0.087951], [-0.799693, -6.265855, 0.609005], [0.953938, -6.525976, 0.726727], [-0.204282, -8.004615, -2.347572], [0.303461, -6.316326, -4.469397], [0.895719, -4.081190, -3.361693]], "forces_ev_per_a": [[0.1, -0.1, -0.2], [0.0, -0.1, 0.0], [-0.2, 0.3, 0.2], [0.2, 0.2, 0.0], [0.0, -0.1, 0.0], [-0.1, 0.0, 0.0], [0.0, 0.0, 0.0], [0.1, 0.0, 0.0], [-0.1, -0.1, 0.0], [0.4, 0.1, 0.0], [-0.2, -0.3, 0.0], [0.0, 0.0, -0.2], [0.1, 0.0, 0.1], [-0.1, -0.1, 0.0], [0.0, 0.0, 0.0], [0.0, 0.0, 0.0], [0.0, 0.0, 0.0], [0.0, 0.0, 0.0], [0.0, 0.1, -0.1], [0.0, 0.0, 0.1], [0.0, 0.0, 0.0], [0.0, 0.0, 0.0], [0.1, 0.0, 0.0], [0.0, 0.0, 0.0], [0.0, 0.0, 0.0], [0.0, 0.1, 0.0], [0.0, 0.0, 0.0], [0.0, 0.0, 0.0], [0.0, 0.0, 0.0], [0.0, 0.0, 0.0], [0.0, 0.1, 0.0], [0.1, 0.1, 0.0], [-0.1, -0.1, 0.2], [0.0, 0.1, -0.1], [-0.1, 0.0, 0.0], [0.1, 0.0, 0.0], [0.0, 0.0, 0.0], [-0.1, 0.0, -0.2], [0.3, 0.1, 0.0], [-0.3, 0.1, 0.2], [-0.2, -0.2, 0.4], [0.0, -0.1, -0.4], [0.2, 0.2, 0.0], [-0.1, -0.1, 0.0], [0.0, 0.0, -0.1], [0.0, 0.1, 0.0], [0.0, 0.0, 0.1], [0.0, 0.0, 0.0], [-0.1, 0.0, 0.0], [0.0, 0.0, 0.0], [0.0, 0.0, 0.0], [0.0, 0.0, 0.0], [0.0, 0.0, 0.0], [0.0, 0.0, 0.0], [0.0, 0.0, 0.0], [0.0, 0.0, 0.0], [0.0, 0.0, 0.0], [0.0, 0.0, 0.0], [0.0, 0.0, 0.0], [0.0, 0.0, 0.0], [0.0, 0.0, 0.0], [-0.1, 0.1, -0.1], [0.0, 0.0, -0.1], [0.0, 0.0, 0.0], [0.0, 0.0, 0.0], [0.0, 0.0, 0.0], [0.0, 0.0, 0.0], [0.0, 0.0, 0.0], [0.0, 0.0, 0.0], [0.0, 0.0, 0.0], [0.0, 0.0, 0.0], [0.0, 0.0, 0.0], [0.0, 0.0, 0.0], [0.0, 0.0, 0.0], [0.0, 0.0, -0.1], [0.0, 0.0, 0.0], [0.0, 0.0, -0.1], [0.0, 0.0, 0.2], [0.0, 0.2, -0.1], [0.1, -0.1, 0.1], [0.0, 0.0, 0.0], [0.0, 0.0, 0.0], [0.0, 0.0, 0.0], [0.0, 0.0, 0.0], [0.0, 0.0, 0.0], [0.0, 0.0, 0.0]]}

=====

What relative energy (zero: lowest compared OMol25 entry of this formula, charge and spin) values result from the calculations? In sequence: 0.49; 8.12 kcal/mol.